[1]
Density functional theory data (wB97M-V/def2-TZVPD) for 2 unconnected molecules or ions with the total composition C3H12N2OS.

Relative energy (zero: lowest compared OMol25 entry of this formula, charge and spin) (kcal per mole): 13.33
Highest occupied orbital energy (eV): -8.800
SMILES string: NCNCCS.O
Net charge: 0
LUMO energy (eV): 0.78

Positions of all 19 atoms, in Å:
C (1.1837, -0.4629, 0.1213)
C (2.2882, 0.5067, 0.4948)
S (2.6019, 1.7881, -0.7397)
N (-0.1292, 0.0557, 0.4897)
C (-1.0903, -0.9065, 0.8858)
N (-1.7743, -1.5688, -0.2352)
H (1.3133, -0.7605, -0.9296)
H (1.2802, -1.4140, 0.6630)
H (3.2149, -0.0332, 0.5652)
H (2.1707, 0.9641, 1.4639)
H (1.6082, 2.6094, -0.4242)
H (-0.5337, 0.6582, -0.2181)
H (-0.6353, -1.6324, 1.5703)
H (-1.8724, -0.5127, 1.5408)
H (-1.2092, -2.3172, -0.6144)
H (-2.6593, -1.9711, 0.0440)
H (-2.4416, 1.1283, -1.8190)
H (-1.2669, 2.1085, -1.6470)
O (-2.0489, 1.7602, -1.2115)

The Löwdin scheme yields these atomic charges, measured in e: atom 1 (C): -0.31, atom 2 (C): -0.57, atom 3 (S): 0.69, atom 4 (N): -0.06, atom 5 (C): -0.34, atom 6 (N): 0.01, atom 7 (H): 0.10, atom 8 (H): 0.11, atom 9 (H): 0.05, atom 10 (H): 0.07, atom 11 (H): -0.17, atom 12 (H): 0.06, atom 13 (H): 0.11, atom 14 (H): 0.11, atom 15 (H): 0.06, atom 16 (H): 0.06, atom 17 (H): 0.04, atom 18 (H): 0.04, atom 19 (O): -0.06

***

[2]
Density functional theory data (wB97M-V/def2-TZVPD) for 2 unconnected molecules or ions with the total composition C3H12N2OS.

Relative energy (zero: lowest compared OMol25 entry of this formula, charge and spin) (kcal per mole): 6.92
Highest occupied orbital energy (eV): -9.093
SMILES string: NC[C@@H](N)CS.O
Net charge: 0
LUMO energy (eV): 0.77

Positions of all 19 atoms, in Å:
N (0.0146, 0.2376, 1.0264)
C (0.1172, 0.0260, -0.4177)
C (1.0489, 1.0824, -0.9716)
S (0.1708, 2.6819, -1.1515)
C (0.7480, -1.3614, -0.6365)
N (-0.0319, -2.4532, -0.0882)
H (-0.5895, 1.0283, 1.2403)
H (-0.4756, -0.5416, 1.4554)
H (-0.8371, -0.0001, -0.9423)
H (1.8717, 1.2263, -0.2768)
H (1.4408, 0.8241, -1.9526)
H (0.9950, 3.4452, -0.4274)
H (1.7477, -1.3602, -0.2092)
H (0.9291, -1.4252, -1.7007)
H (-0.5940, -2.9562, -0.7025)
H (0.5902, -3.0614, 0.4164)
H (-2.0696, -2.0271, 1.9529)
H (-1.1807, -2.8261, 2.8902)
O (-2.0448, -2.3990, 2.8405)

The Löwdin scheme yields these atomic charges, measured in e: atom 1 (N): 0.04, atom 2 (C): -0.51, atom 3 (C): -0.53, atom 4 (S): 0.70, atom 5 (C): -0.26, atom 6 (N): 0.03, atom 7 (H): 0.07, atom 8 (H): 0.04, atom 9 (H): 0.13, atom 10 (H): 0.08, atom 11 (H): 0.06, atom 12 (H): -0.16, atom 13 (H): 0.12, atom 14 (H): 0.10, atom 15 (H): 0.05, atom 16 (H): 0.07, atom 17 (H): 0.01, atom 18 (H): 0.03, atom 19 (O): -0.07

***

[3]
Density functional theory data (wB97M-V/def2-TZVPD) for a gas-phase ion, C3H12N2PS (charge +1).

Highest occupied orbital energy (eV): -12.634
SMILES string: CP[NH2+]C[C@H](N)S
Net charge: +1
LUMO energy (eV): -4.17

Positions of all 19 atoms, in Å:
C (-1.3623, 2.0647, 2.2277)
C (0.3347, -1.2049, 0.2840)
C (0.7823, -1.0857, -1.5051)
N (0.1278, 0.0736, 0.8531)
N (-0.0981, -0.0390, -1.9667)
P (-1.4654, 0.2803, 2.1364)
S (0.4693, -2.7152, -2.1830)
H (-0.9577, 2.4496, 1.2351)
H (-0.9558, 2.4865, 3.1304)
H (-2.3905, 2.4023, 2.3091)
H (1.2875, -1.7273, 0.6880)
H (-0.4501, -2.0029, 0.3053)
H (1.7787, -0.7059, -1.4418)
H (1.0738, 0.3481, 1.0333)
H (-1.0730, -0.4715, -1.9352)
H (-0.1313, 0.7134, 0.0544)
H (0.1377, 0.4730, -2.8029)
H (-2.0791, 0.3401, 0.8495)
H (1.2342, -3.3343, -1.2955)

The Löwdin scheme yields these atomic charges, measured in e: atom 1 (C): -0.38, atom 2 (C): -0.24, atom 3 (C): -0.69, atom 4 (N): -0.19, atom 5 (N): -0.04, atom 6 (P): 1.01, atom 7 (S): 0.79, atom 8 (H): 0.07, atom 9 (H): 0.04, atom 10 (H): 0.05, atom 11 (H): 0.13, atom 12 (H): 0.10, atom 13 (H): 0.09, atom 14 (H): 0.13, atom 15 (H): 0.12, atom 16 (H): 0.10, atom 17 (H): 0.09, atom 18 (H): -0.04, atom 19 (H): -0.13

***

[4]
Density functional theory data (wB97M-V/def2-TZVPD) for 2 unconnected molecules or ions with the total composition C3H12N2S.

Relative energy (zero: lowest compared OMol25 entry of this formula, charge and spin) (kcal per mole): 16.89
Highest occupied orbital energy (spin up / spin down) (eV): -10.713 / -10.713
Multiplicity: 2
Net charge: +1
LUMO energy (spin up / spin down) (eV): -3.49 / -8.61

Positions of all 18 atoms, in Å:
C (0.2044, 2.1660, -4.1199)
S (0.5145, 3.3596, -2.8750)
C (-0.0117, 2.5092, -1.3751)
H (0.2646, 2.5813, -5.1140)
H (-0.7416, 1.6644, -3.9561)
H (0.9771, 1.3836, -4.0826)
H (0.3703, 1.4886, -1.4203)
H (0.5178, 3.0852, -0.6273)
H (-1.0646, 2.7174, -1.1945)
N (-1.2827, -2.4853, 3.1565)
C (-0.2169, -2.3796, 2.2223)
N (1.1216, -2.0888, 2.6770)
H (-1.3317, -3.3759, 3.6197)
H (-1.5623, -1.6492, 3.6319)
H (-0.1051, -3.3081, 1.6537)
H (-0.4175, -1.6955, 1.3984)
H (1.3121, -1.1890, 3.0781)
H (1.4516, -2.7838, 3.3272)

The Löwdin scheme yields these atomic charges, measured in e: atom 1 (C): -0.33, atom 2 (S): 1.15, atom 3 (C): -0.27, atom 4 (H): 0.06, atom 5 (H): 0.08, atom 6 (H): 0.09, atom 7 (H): 0.08, atom 8 (H): 0.05, atom 9 (H): 0.08, atom 10 (N): 0.01, atom 11 (C): -0.42, atom 12 (N): -0.02, atom 13 (H): 0.07, atom 14 (H): 0.06, atom 15 (H): 0.11, atom 16 (H): 0.09, atom 17 (H): 0.05, atom 18 (H): 0.06

***

The maximum force results, record by record, are as follows: 1.5; 2.3; 5.8; 1.5 eV/Å.